DFT (wB97M-V/def2-TZVPD) results for a structure of composition C5H8O2.

```
15
Properties=species:S:1:pos:R:3:forces:R:3:lowdin_charge:R:1
O 2.436849 0.379709 0.367807 0.3 0.1 0.0 -0.0542
C 1.444834 -0.531648 -0.055986 -0.3 -0.3 -0.1 -0.2345
C 0.138800 -0.101862 0.574285 0.1 -0.1 0.1 -0.1973
C -0.569068 1.203895 0.065828 0.1 0.3 0.0 -0.1050
C -1.833217 0.378856 -0.217326 -0.1 0.3 0.3 -0.0622
C -1.120275 -0.778310 0.104375 0.0 0.0 -0.1 -0.4381
O -1.423573 -1.904235 -0.440874 0.0 0.0 0.0 0.0074
H 3.266275 0.153500 -0.067998 -0.1 0.1 0.1 0.0905
H 1.680817 -1.560346 0.252368 0.0 0.1 0.0 0.1290
H 1.339218 -0.530435 -1.151262 0.0 0.0 0.1 0.1324
H 0.224102 -0.095603 1.665432 0.0 0.0 -0.1 0.1612
H -0.666981 1.980701 0.828250 0.0 -0.1 -0.1 0.1089
H -0.080290 1.629827 -0.814453 0.0 -0.1 0.1 0.1111
H -1.963504 -0.865061 -1.043205 0.0 -0.3 -0.2 0.2404
H -2.873987 0.641005 -0.067236 0.1 -0.1 -0.1 0.1104
```
Forces are in eV/Å.

Relative energy (zero: lowest compared OMol25 entry of this formula, charge and spin) = 451.45 kJ/mol
Total energy = -345.6330 a.u.
Gap between HOMO and LUMO = 9.58 eV
Spin multiplicity = 1
LUMO = 0.82 eV
Strongest force on any atom = 0.009 Eh/bohr

=====

DFT (wB97M-V/def2-TZVPD) results for a structure of composition C5H8O2 in a non-equilibrium geometry.

```
15
Properties=species:S:1:pos:R:3:forces:R:3:lowdin_charge:R:1
C 1.761341 -0.589006 0.357122 0.0 -0.1 -0.1 -0.0529
C 0.464518 0.153045 0.604089 0.0 -0.1 -0.5 -0.2645
C -0.020573 1.184532 -0.368519 0.2 0.1 -0.4 0.0500
O -1.245952 0.700456 -1.594210 1.1 -0.1 0.2 -0.0519
C -1.452083 0.871645 -0.262892 -0.2 0.0 0.5 -0.3036
C -0.949243 -0.486051 0.387678 -0.4 -0.1 0.5 -0.2813
O -0.927711 -1.504859 -0.549743 -0.4 -0.2 0.0 -0.0154
H 2.615778 0.102034 0.365116 -0.2 -0.1 0.0 0.0807
H 1.713217 -1.074278 -0.618085 0.1 -0.1 0.1 0.0814
H 1.952451 -1.355454 1.114635 -0.1 0.1 -0.1 0.0813
H 0.441782 0.578344 1.629244 -0.1 0.2 -0.6 0.1610
H 0.533192 1.761165 -1.086396 -0.1 0.9 0.3 0.1329
H -2.275061 1.465153 0.134457 0.0 0.0 -0.2 0.1479
H -1.481293 -0.767441 1.290058 0.1 -0.2 0.2 0.1424
H -1.120515 -1.040063 -1.396182 0.2 -0.2 0.1 0.0921
```
Forces are in eV/Å.

Relative energy (zero: lowest compared OMol25 entry of this formula, charge and spin) = 370.99 kJ/mol
Total energy = -345.6637 a.u.
Gap between HOMO and LUMO = 10.26 eV
Spin multiplicity = 1
LUMO = 0.51 eV
Strongest force on any atom = 0.021 Eh/bohr

=====

DFT (wB97M-V/def2-TZVPD) results for the molecule C5H8O2.

```
15
Properties=species:S:1:pos:R:3:forces:R:3:lowdin_charge:R:1
C -1.676632 0.661769 -1.109281 0.0 0.0 0.0 -0.0315
C -1.049293 -0.441745 -0.303878 -0.2 0.2 0.1 -0.2591
O -0.029648 -1.223282 -0.938771 0.1 -0.2 -0.1 0.0336
C 0.345678 -0.396828 0.129731 0.1 0.2 0.1 -0.3727
C 0.999738 -0.839584 1.432160 -0.1 -0.2 0.0 -0.0885
O 1.787145 0.364775 1.435830 0.2 0.1 0.0 -0.1058
C 1.444565 0.671442 0.068587 -0.3 -0.2 0.0 -0.0796
H -2.241737 1.332475 -0.452392 0.1 -0.1 -0.1 0.0853
H -0.905658 1.242529 -1.623526 -0.1 -0.1 0.0 0.0834
H -2.365760 0.258889 -1.858730 0.1 0.0 0.1 0.0826
H -1.743243 -1.054811 0.279062 0.2 0.2 0.0 0.1482
H 0.367257 -0.940234 2.324113 0.1 0.1 -0.2 0.1254
H 1.625171 -1.736155 1.324538 -0.1 0.1 0.0 0.1285
H 2.233206 0.371539 -0.629187 0.0 0.0 0.0 0.1279
H 1.209212 1.729219 -0.078255 -0.2 -0.1 0.1 0.1222
```
Forces are in eV/Å.

Relative energy (zero: lowest compared OMol25 entry of this formula, charge and spin) = 240.69 kJ/mol
Total energy = -345.7133 a.u.
Gap between HOMO and LUMO = 10.83 eV
SMILES = C[C@H]1OC12COC2
Spin multiplicity = 1
LUMO = 0.98 eV
Strongest force on any atom = 0.007 Eh/bohr

=====

DFT (wB97M-V/def2-TZVPD) results for a structure of composition C5H8O2 in a non-equilibrium geometry.

```
15
Properties=species:S:1:pos:R:3:forces:R:3:lowdin_charge:R:1
C -0.252189 0.344495 1.571401 -0.7 -0.2 1.4 -0.0871
C -1.339483 -0.749180 0.855493 2.3 0.9 -0.3 -0.0568
O -1.629761 -0.396033 -0.490315 -0.2 0.3 -0.7 -0.0194
C -0.325556 -0.102801 -0.380011 -0.5 -0.7 -1.4 -0.4383
C 0.803947 -0.887577 -1.014741 0.0 -0.4 0.0 -0.0943
O 1.386506 0.327662 -1.522389 -0.1 -0.1 0.0 -0.0924
C 0.291542 1.129391 -1.055307 -0.2 0.2 0.3 -0.0873
H 0.850752 0.513454 1.499107 -0.5 -0.6 -0.8 0.0952
H -0.693345 1.335069 1.655330 -0.3 -0.2 0.1 0.0872
H -0.370165 -0.213136 2.480214 0.3 0.4 1.1 0.0620
H -0.929014 -1.782129 0.903789 -0.2 0.4 0.0 0.1059
H 1.500657 -1.429177 -0.365515 -0.1 0.1 0.0 0.1276
H 0.426152 -1.550533 -1.803317 0.2 0.0 0.0 0.1361
H -0.351836 1.480151 -1.876388 0.1 -0.1 0.2 0.1376
H 0.631794 1.980343 -0.457351 -0.1 -0.1 0.0 0.1240
```
Forces are in eV/Å.

Relative energy (zero: lowest compared OMol25 entry of this formula, charge and spin) = 637.79 kJ/mol
Total energy = -345.5620 a.u.
Gap between HOMO and LUMO = 9.12 eV
Spin multiplicity = 1
LUMO = 0.89 eV
Strongest force on any atom = 0.048 Eh/bohr

=====

DFT (wB97M-V/def2-TZVPD) results for the molecule C5H8O2 in a non-equilibrium geometry.

```
15
Properties=species:S:1:pos:R:3:forces:R:3:lowdin_charge:R:1
C 2.145998 0.224518 -1.095186 -0.1 0.1 0.1 0.0263
C 0.964759 0.679384 -0.690263 0.2 0.3 -0.1 -0.1453
C 0.188188 0.171105 0.443170 -0.2 -0.8 -0.1 -0.2686
C 0.687014 -0.517072 1.470334 -0.2 -0.2 -0.4 0.1062
C -1.298881 0.345835 0.315355 -0.8 -0.8 -2.1 -0.3635
O -1.774824 -0.598525 -0.888521 1.4 1.3 0.0 -0.0696
O -2.090797 -0.238489 1.237573 -0.7 -2.4 -0.5 -0.0617
H 2.698133 0.717066 -1.880995 -0.1 -0.1 -0.2 0.0540
H 2.614236 -0.637324 -0.642140 0.1 0.0 0.1 0.0587
H 0.483138 1.469493 -1.259220 0.1 0.2 0.0 0.1047
H 1.745309 -0.705452 1.562895 0.2 0.2 0.0 0.0682
H 0.035147 -1.021049 2.167781 -0.1 0.3 0.2 0.0718
H -1.588601 1.381487 0.077403 0.1 -0.2 0.0 0.1506
H -2.538414 -0.207143 -1.334909 0.2 0.2 0.1 0.0849
H -2.270407 -1.063833 0.516724 0.0 2.0 2.8 0.1834
```
Forces are in eV/Å.

Relative energy (zero: lowest compared OMol25 entry of this formula, charge and spin) = 270.93 kJ/mol
Total energy = -345.7018 a.u.
Gap between HOMO and LUMO = 9.76 eV
SMILES = C=CC(=C)C(O)O
Spin multiplicity = 1
LUMO = 0.56 eV
Strongest force on any atom = 0.066 Eh/bohr

=====

DFT (wB97M-V/def2-TZVPD) results for the molecule C5H8O2.

```
15
Properties=species:S:1:pos:R:3:forces:R:3:lowdin_charge:R:1
O -2.303351 1.459006 -0.218706 0.0 0.1 0.3 0.0224
C -1.471991 0.857437 0.605020 -0.1 -0.2 -0.3 -0.0617
C -1.093623 -0.466285 -0.004656 0.1 0.1 0.1 -0.1421
C 0.417755 -0.652424 -0.038152 0.0 0.2 0.1 -0.5527
O 0.824036 -1.962378 -0.323128 0.0 -0.1 -0.2 0.0112
C 1.287374 0.466674 -0.532260 0.0 0.1 -0.2 -0.0656
C 1.283290 0.079015 0.929867 0.0 0.0 0.2 -0.0749
H -2.533978 2.309527 0.186705 -0.1 -0.1 -0.1 0.1047
H 0.791219 0.744294 1.632000 0.1 -0.1 -0.1 0.0858
H -1.493997 -1.232717 0.676546 0.0 0.1 0.0 0.1323
H -1.529656 -0.631202 -1.003374 0.1 0.1 0.1 0.1197
H 0.696141 -2.107956 -1.269687 0.0 -0.1 0.1 0.1049
H 2.165399 0.195486 -1.110977 -0.1 0.0 0.1 0.1052
H 0.811149 1.398982 -0.829987 0.1 -0.1 0.1 0.1009
H 2.150232 -0.457458 1.300789 -0.1 0.0 -0.1 0.1101
```
Forces are in eV/Å.

Relative energy (zero: lowest compared OMol25 entry of this formula, charge and spin) = 353.89 kJ/mol
Total energy = -345.6702 a.u.
Gap between HOMO and LUMO = 9.50 eV
Spin multiplicity = 1
LUMO = 0.80 eV
Strongest force on any atom = 0.008 Eh/bohr

=====

DFT (wB97M-V/def2-TZVPD) results for a structure of composition C5H8O2.

```
15
Properties=species:S:1:pos:R:3:forces:R:3:lowdin_charge:R:1
C 1.642172 -0.913167 -0.179818 0.0 0.0 -0.1 -0.0251
C 0.130036 -0.975395 -0.081302 0.2 -0.1 -0.2 -0.2646
O -0.297925 -0.892697 1.306956 0.0 0.0 0.1 -0.0389
C -1.142357 0.205136 1.003694 -0.3 0.1 0.1 -0.1951
C -0.348442 1.374024 0.478819 0.1 0.2 0.0 0.0042
C -0.739696 0.243486 -0.429449 0.1 -0.1 0.2 -0.4078
O -1.522634 0.354417 -1.560926 0.1 0.2 -0.1 0.0531
H 2.003075 0.114561 -0.070526 0.0 -0.2 0.0 0.0712
H 2.068235 -1.497475 0.641711 0.0 0.0 -0.2 0.0876
H 2.016787 -1.315076 -1.125136 -0.1 0.0 0.1 0.0805
H -0.278683 -1.884359 -0.540382 0.0 0.1 0.1 0.1553
H -2.099230 0.286437 1.507492 0.1 0.0 -0.1 0.1540
H 0.690786 1.504404 0.774297 -0.2 0.0 0.0 0.1033
H -0.913766 2.294133 0.358132 0.0 -0.2 0.0 0.1159
H -1.208358 1.101573 -2.083562 0.0 -0.1 0.0 0.1064
```
Forces are in eV/Å.

Relative energy (zero: lowest compared OMol25 entry of this formula, charge and spin) = 244.90 kJ/mol
Total energy = -345.7117 a.u.
Gap between HOMO and LUMO = 9.90 eV
Spin multiplicity = 1
LUMO = 0.80 eV
Strongest force on any atom = 0.007 Eh/bohr

=====

DFT (wB97M-V/def2-TZVPD) results for the molecule C5H8O2 in a non-equilibrium geometry.

```
15
Properties=species:S:1:pos:R:3:forces:R:3:lowdin_charge:R:1
C -0.920949 1.283971 0.945300 0.7 -0.1 -0.5 -0.0466
C -0.705335 -0.203186 0.353024 0.0 2.0 0.5 -0.1665
C 0.756783 -0.857034 0.465402 -0.3 0.1 0.2 -0.2593
O 1.722806 0.072181 0.853154 0.3 0.0 -0.2 -0.0293
C 0.727472 -1.086000 -1.061806 -0.1 -0.2 0.2 -0.1752
O 0.636384 0.228476 -1.598441 -0.2 0.2 0.0 -0.0197
C -0.577221 -0.431529 -1.170306 -0.5 0.1 0.2 -0.1675
H -1.719374 1.427674 1.723869 0.6 -0.8 -0.8 0.0813
H -1.186780 1.950648 0.127899 0.4 0.3 0.0 0.0713
H 0.013229 1.530558 1.438581 0.1 0.6 -0.1 0.0592
H -1.566460 -0.409925 0.948036 -0.5 -2.9 -0.3 0.1059
H 0.927599 -1.769576 1.051305 -0.5 0.3 0.0 0.1524
H 1.679960 0.746488 0.151957 0.2 0.0 0.3 0.0973
H 1.194371 -1.852760 -1.683228 -0.1 0.2 0.3 0.1519
H -1.310422 -0.554945 -1.962931 0.0 0.0 0.3 0.1447
```
Forces are in eV/Å.

Relative energy (zero: lowest compared OMol25 entry of this formula, charge and spin) = 330.35 kJ/mol
Total energy = -345.6791 a.u.
Gap between HOMO and LUMO = 10.96 eV
SMILES = C[C@@H]1[C@H](O)[C@@H]2O[C@H]12
Spin multiplicity = 1
LUMO = 1.02 eV
Strongest force on any atom = 0.057 Eh/bohr

=====

DFT (wB97M-V/def2-TZVPD) results for the molecule C5H8O2.

```
15
Properties=species:S:1:pos:R:3:forces:R:3:lowdin_charge:R:1
O 1.320100 1.871204 -1.061570 0.0 -0.3 0.6 0.0662
C 1.376753 1.288479 -0.003493 0.0 0.2 -0.4 -0.1777
C 0.447765 0.151972 0.376016 0.0 0.1 -0.2 -0.4882
O 0.660460 -0.248944 1.711010 0.0 0.1 0.2 0.0005
C -1.035594 0.348707 -0.035854 -0.1 0.1 0.0 -0.0870
C -0.987467 -0.963870 -0.851006 -0.1 -0.1 -0.1 -0.1426
C 0.527120 -1.075569 -0.567537 0.1 -0.1 -0.1 -0.0817
H 2.137016 1.543796 0.768875 -0.1 0.0 -0.1 0.1351
H 0.313086 0.436140 2.296229 0.0 -0.1 0.0 0.1038
H -1.721558 0.356640 0.818133 0.1 0.0 -0.2 0.1147
H -1.191382 1.242242 -0.647212 0.1 -0.1 0.1 0.1125
H -1.254412 -0.861405 -1.905898 0.0 0.0 0.2 0.1051
H -1.576835 -1.776180 -0.420235 0.1 0.1 0.0 0.1051
H 0.858929 -1.972628 -0.038097 -0.1 0.1 -0.1 0.1178
H 1.157939 -0.908526 -1.444532 -0.1 0.0 0.1 0.1162
```
Forces are in eV/Å.

Relative energy (zero: lowest compared OMol25 entry of this formula, charge and spin) = 132.31 kJ/mol
Total energy = -345.7546 a.u.
Gap between HOMO and LUMO = 10.33 eV
SMILES = O=CC1(O)CCC1
Spin multiplicity = 1
LUMO = 0.67 eV
Strongest force on any atom = 0.013 Eh/bohr

=====

DFT (wB97M-V/def2-TZVPD) results for a cluster of 2 separate species, C5H8O2 in total in a non-equilibrium geometry.

```
15
Properties=species:S:1:pos:R:3:forces:R:3:lowdin_charge:R:1
C 2.267301 -0.708198 0.664778 0.3 -0.3 -0.6 -0.0406
C -0.398315 0.796233 0.672903 -0.3 0.2 -0.3 0.0871
C -0.418401 1.435013 -0.573786 0.4 0.3 0.0 -0.1604
O -1.057610 0.718584 -1.656005 0.0 0.0 0.2 0.0012
C -1.823481 0.735026 -0.473566 -0.5 -0.1 0.1 -0.1583
C -1.320966 -0.389406 0.394437 -0.2 -0.1 0.2 -0.3313
O -0.940049 -1.530853 -0.299818 0.1 0.1 -0.3 -0.0017
H 3.075515 -0.326346 0.043221 0.1 0.3 0.1 0.0167
H 1.531339 -1.095498 -0.037623 -0.3 0.2 0.1 -0.0006
H 2.675069 -1.616031 1.133673 -0.3 0.6 0.6 0.0294
H 1.846929 0.105812 1.290961 0.4 -0.9 -0.1 0.0203
H -0.178846 2.468418 -0.804035 0.0 -0.2 0.0 0.1388
H -2.742055 1.314080 -0.455190 0.2 0.0 0.1 0.1621
H -1.913364 -0.687746 1.255308 0.1 0.1 -0.1 0.1426
H -0.603071 -1.219092 -1.155257 0.0 -0.2 0.1 0.0947
```
Forces are in eV/Å.

Relative energy (zero: lowest compared OMol25 entry of this formula, charge and spin) = 557.46 kJ/mol
Total energy = -345.5926 a.u.
Gap between HOMO and LUMO = 9.61 eV
Spin multiplicity = 1
LUMO = 0.82 eV
Strongest force on any atom = 0.019 Eh/bohr